Molecular formula: C9H15N6
Method: DFT, ωB97M-V/def2-TZVPD

Positions of all 30 atoms, in Å:
C -1.796 0.164 -2.561
C -1.956 1.440 -3.002
C -0.486 1.318 -1.299
C 0.627 1.292 0.889
C 1.993 3.058 0.729
C -0.211 -3.924 1.062
C -0.755 -2.471 0.918
C 1.127 2.985 -0.567
C 1.209 -2.504 -0.170
N -0.949 0.093 -1.476
N 1.404 2.018 1.532
N -1.040 2.140 -2.186
N 1.115 -3.761 0.298
N 0.207 -1.694 0.031
N 0.454 1.677 -0.411
H -2.243 -0.713 -2.916
H -2.419 1.848 -3.802
H 0.250 0.298 1.234
H 3.033 2.833 0.518
H 1.828 3.994 1.308
H 0.132 -4.284 2.040
H -0.860 -4.533 0.379
H -1.792 -2.380 0.358
H -1.032 -1.823 1.836
H 0.286 3.620 -0.666
H 1.755 3.018 -1.434
H -0.260 -0.852 -0.791
H 2.191 -2.313 -0.712
H -1.035 3.103 -2.383
H 1.984 -4.274 0.438

Its multiplicity is 1. The total charge is +1. Its HOMO energy is -11.48 eV. The total energy comes out at -680.20409 Ha. As for the energy above the lowest of the compared OMol25 structures with the same formula, charge and spin: 30.9 kJ/mol.